No. 1
ORCA calculation (wB97M-V/def2-TZVPD) on a structure of composition C16H16B2Ba2Br8O16 at a distorted geometry.

## Properties
- Molar mass: 1399.8 g mol⁻¹
- HOMO-LUMO gap: 2.97 eV
- ΔE to the lowest compared entry with this formula, charge and spin: 94.6 kcal/mol

ORCA input file:
```
! wB97M-V def2-TZVPD RIJCOSX def2/J DEFGRID3
* xyz 2 1
Ba 2.465 2.940 3.974
Ba 2.171 3.803 -6.333
O 0.934 2.025 2.060
C 1.337 1.682 0.970
O 0.657 1.178 -0.062
B 1.697 0.886 -1.152
O 3.042 1.109 -0.549
C 2.837 1.643 0.636
O 3.640 1.932 1.536
O 1.561 1.809 -2.318
C 1.596 1.136 -3.477
O 1.728 1.676 -4.591
C 1.502 -0.362 -3.144
O 1.542 -0.461 -1.824
O 1.368 -1.241 -3.921
O -4.360 -0.607 8.210
C -3.163 -0.425 8.053
O -2.599 0.180 7.067
B -1.198 0.426 7.300
O -0.943 -0.223 8.580
C -2.015 -0.751 9.079
O -2.135 -1.409 10.066
O -0.489 -0.173 6.115
C 0.076 0.798 5.461
O 0.829 0.657 4.517
C -0.083 2.118 6.210
O -0.846 1.880 7.238
O 0.399 3.178 5.790
Br -2.680 -1.494 -6.390
C -1.234 -2.852 -6.337
C -1.161 -3.218 -4.876
Br 0.079 -4.755 -4.829
H -0.384 -2.274 -6.700
H -1.459 -3.656 -7.037
H -2.086 -3.586 -4.432
H -0.693 -2.464 -4.244
Br -3.249 4.101 -0.416
C -2.309 3.010 -1.869
C -3.232 2.031 -2.470
Br -2.229 0.787 -3.666
H -1.422 2.525 -1.462
H -1.880 3.727 -2.569
H -4.029 2.476 -3.065
H -3.759 1.416 -1.741
Br -2.936 1.032 3.514
C -2.476 0.949 1.549
C -2.356 -0.501 1.040
Br -0.965 -1.569 1.971
H -1.483 1.396 1.510
H -3.159 1.573 0.973
H -2.038 -0.512 -0.003
H -3.376 -0.859 1.185
Br 4.010 -3.839 -5.145
C 5.211 -2.904 -3.818
C 4.528 -2.780 -2.424
Br 5.784 -1.945 -1.226
H 5.345 -1.916 -4.258
H 6.191 -3.376 -3.887
H 4.294 -3.723 -1.928
H 3.603 -2.204 -2.441
*
```

No. 2
ORCA calculation (wB97M-V/def2-TZVPD) on a structure of composition C45H82BBrN4O10PS at a distorted geometry.

## Properties
- Molar mass: 992.9 g mol⁻¹
- HOMO-LUMO gap (spin up / spin down): 7.08 / 7.08 eV
- Expectation value of S²: 2.009

ORCA input file:
```
! wB97M-V def2-TZVPD RIJCOSX def2/J DEFGRID3
* xyz 1 3
C -2.567 -3.717 -0.518
C -2.474 -2.311 -1.222
O -3.073 -2.042 -2.214
O -1.603 -1.374 -0.596
C -0.625 -1.014 -1.584
C 0.565 -0.075 -1.074
P 1.326 0.268 -2.800
O 2.768 1.081 -2.864
O 1.638 -1.205 -3.632
C -0.154 1.299 -0.608
Br 0.053 2.736 -1.993
C 0.106 1.817 0.865
C 1.476 2.548 1.094
C -1.016 2.905 1.123
C -0.801 4.399 0.681
C -1.597 5.414 1.665
C -0.545 6.257 2.471
N -1.142 7.557 2.930
N 0.066 0.631 1.846
S 0.325 1.463 3.432
C -1.343 0.119 1.983
B -2.092 0.444 3.382
O -2.894 1.573 3.661
O -1.987 -0.539 4.421
C 1.111 -0.432 1.559
C 2.282 -0.563 2.618
C 1.912 -1.530 3.843
C 2.880 -1.179 5.068
C 2.135 -0.507 6.263
O 2.526 0.533 6.715
O 1.035 -1.105 6.869
C 1.510 -0.717 0.050
C 1.304 -2.320 -0.120
C 3.065 -0.716 -0.305
C 3.933 0.572 -0.167
C 4.840 0.658 1.115
C 4.954 1.885 1.909
C 5.848 1.921 3.069
C 6.656 0.793 3.490
C 6.534 -0.440 2.718
C 5.658 -0.479 1.568
H -1.633 -4.276 -0.789
H -3.488 -4.212 -0.897
H -2.598 -3.497 0.582
H -1.157 -0.349 -2.332
H -0.299 -1.895 -2.181
H 3.349 0.820 -3.599
H 2.134 -1.823 -3.058
H -1.257 1.108 -0.709
H 1.833 2.979 0.114
H 1.419 3.443 1.773
H 2.324 1.941 1.479
H -1.958 2.589 0.578
H -1.400 2.995 2.174
H 0.223 4.813 0.599
H -1.298 4.552 -0.315
H -2.376 4.904 2.283
H -2.155 6.145 1.014
H -0.057 5.681 3.299
H 0.281 6.555 1.761
H -1.059 7.608 3.946
H -0.544 8.305 2.565
H 0.584 0.582 4.426
H -2.049 0.479 1.180
H -1.460 -0.996 1.867
H -3.745 1.406 3.201
H -2.829 -1.015 4.526
H 0.574 -1.375 1.877
H 3.148 -1.167 2.225
H 2.774 0.384 2.931
H 2.112 -2.603 3.594
H 0.833 -1.454 4.139
H 3.742 -0.536 4.769
H 3.325 -2.137 5.458
H 0.696 -1.819 6.298
H 0.329 -2.678 0.286
H 1.488 -2.631 -1.183
H 2.080 -2.883 0.475
H 3.195 -1.102 -1.360
H 3.636 -1.510 0.258
H 4.713 0.504 -0.987
H 3.439 1.549 -0.404
H 4.360 2.789 1.628
H 5.959 2.863 3.659
H 7.350 0.794 4.354
H 7.092 -1.371 2.986
H 5.622 -1.442 0.996
C -7.185 3.128 -1.508
C -6.246 2.790 -0.327
C -7.071 2.117 0.779
C -8.019 3.088 1.473
C -7.275 4.315 1.991
C -6.339 4.988 0.968
N -5.537 4.010 0.165
O -4.514 3.596 0.918
C -7.143 5.892 0.009
C -5.457 5.988 1.744
C -5.268 1.769 -0.941
H -7.462 2.221 -2.051
H -8.129 3.576 -1.207
H -6.698 3.797 -2.222
H -6.403 1.675 1.529
H -7.648 1.285 0.366
H -8.824 3.392 0.799
H -8.506 2.582 2.310
H -8.003 5.043 2.359
H -6.691 4.003 2.865
H -6.499 6.304 -0.770
H -7.578 6.738 0.547
H -7.983 5.392 -0.467
H -4.929 5.514 2.573
H -6.064 6.782 2.183
H -4.718 6.461 1.093
H -4.760 2.189 -1.813
H -5.806 0.876 -1.265
H -4.507 1.425 -0.237
C 1.888 -5.276 -3.345
C 3.390 -4.999 -3.595
C 3.519 -4.007 -4.760
C 3.144 -4.629 -6.101
C 3.938 -5.908 -6.357
C 3.946 -6.910 -5.186
N 4.135 -6.264 -3.853
O 5.428 -6.001 -3.712
C 2.640 -7.733 -5.167
C 5.030 -7.965 -5.493
C 3.843 -4.326 -2.286
H 1.411 -4.414 -2.868
H 1.314 -5.449 -4.252
H 1.749 -6.132 -2.680
H 4.546 -3.628 -4.820
H 2.887 -3.131 -4.583
H 2.071 -4.835 -6.148
H 3.346 -3.912 -6.901
H 3.550 -6.394 -7.256
H 4.968 -5.616 -6.591
H 2.603 -8.384 -4.290
H 2.573 -8.376 -6.048
H 1.737 -7.126 -5.185
H 6.005 -7.515 -5.688
H 4.768 -8.535 -6.387
H 5.138 -8.674 -4.669
H 3.642 -4.969 -1.424
H 3.304 -3.386 -2.135
H 4.903 -4.070 -2.279
*
```

No. 3
ORCA calculation (wB97M-V/def2-TZVPD) on a cluster of 2 separate species, CF2OS in total at a distorted geometry.

## Properties
- Molar mass: 98.1 g mol⁻¹
- HOMO-LUMO gap (spin up / spin down): 8.65 / 7.28 eV
- ΔE to the lowest compared entry with this formula, charge and spin: 69.3 kcal/mol

ORCA input file:
```
! wB97M-V def2-TZVPD RIJCOSX def2/J DEFGRID3
* xyz 0 1
C -0.805 0.111 -0.287
O -1.482 0.592 -1.082
F -0.825 -0.054 1.024
F 2.510 1.109 0.459
S 2.217 -0.371 -0.225
*
```

No. 4
ORCA calculation (wB97M-V/def2-TZVPD) on a cluster of 3 separate species, C44H71BF2IN7O7P2S2 in total at a distorted geometry.

## Properties
- Molar mass: 1111.9 g mol⁻¹
- HOMO-LUMO gap: 6.49 eV

ORCA input file:
```
! wB97M-V def2-TZVPD RIJCOSX def2/J DEFGRID3
* xyz 0 1
C -4.330 1.214 -1.101
C -4.446 0.600 -2.419
C -3.487 1.003 -3.660
C -1.999 1.347 -3.128
C -1.601 2.794 -2.643
O -2.631 3.787 -2.748
C -2.663 4.387 -4.041
O -2.969 5.614 -4.100
C -2.391 3.651 -5.423
C -3.610 3.405 -6.392
C -3.410 2.724 -7.790
C -2.008 2.262 -8.322
C -0.807 2.485 -7.336
C -1.009 3.168 -5.941
C -0.148 3.108 -2.123
C 0.858 1.921 -2.119
C 0.456 0.471 -2.598
C -0.990 0.172 -3.114
F -1.297 -1.145 -3.540
N 1.404 -0.679 -2.630
B 1.542 -1.337 -1.281
C 0.429 -2.433 -0.831
O 2.624 -0.985 -0.354
C 2.700 -0.313 -3.230
C 3.362 -1.251 -4.304
I 2.194 -3.046 -4.795
C 4.746 -0.917 -4.991
C 5.332 -1.919 -6.083
C 6.649 -2.718 -5.629
C 6.431 -3.756 -4.422
C 6.812 -2.946 -3.052
C 7.603 -4.883 -4.572
C 5.510 0.406 -4.594
C 6.900 0.724 -5.305
F 7.908 0.765 -4.242
C 6.969 2.136 -6.070
C 5.543 2.818 -6.374
C 4.875 1.347 -3.499
C 5.580 2.687 -2.983
S 6.188 2.553 -1.230
O 7.697 2.709 -1.289
O 5.652 3.765 -0.475
C 3.496 0.997 -2.858
S 2.646 2.084 -1.593
H -5.034 2.066 -0.791
H -3.590 0.837 -0.319
H -5.267 -0.199 -2.555
H -3.452 0.128 -4.397
H -3.995 1.883 -4.178
H -4.664 3.719 -6.088
H -4.289 2.554 -8.506
H -1.861 1.788 -9.353
H 0.220 2.119 -7.708
H -0.075 3.304 -5.303
H 0.156 4.166 -1.782
H -0.093 -2.798 -1.783
H -0.374 -1.855 -0.228
H 0.855 -3.262 -0.175
H 3.445 -1.473 -0.584
H 5.642 -1.277 -6.997
H 4.587 -2.686 -6.483
H 6.977 -3.347 -6.548
H 7.554 -2.048 -5.390
H 5.390 -4.228 -4.374
H 5.936 -2.257 -2.810
H 7.771 -2.334 -3.272
H 7.091 -3.676 -2.220
H 7.774 -5.468 -3.608
H 7.363 -5.582 -5.458
H 8.565 -4.317 -4.833
H 7.256 -0.075 -6.039
H 7.594 2.889 -5.453
H 7.513 1.982 -7.072
H 5.313 3.564 -5.531
H 5.658 3.466 -7.328
H 4.696 2.087 -6.591
H 4.754 3.500 -2.986
H 6.451 3.047 -3.623
H 5.777 1.388 -0.578
O -1.766 -3.211 1.474
P -2.670 -3.969 2.468
N -4.104 -3.373 1.734
C -5.301 -2.833 2.346
C -4.415 -3.948 0.426
N -2.166 -2.987 3.795
C -2.763 -1.688 4.063
C -0.710 -2.855 3.917
N -3.651 -4.906 3.604
C -4.295 -6.107 3.092
C -3.947 -4.642 4.998
H -5.840 -3.562 2.959
H -6.011 -2.483 1.590
H -5.096 -1.947 2.942
H -4.983 -4.880 0.525
H -3.503 -4.171 -0.136
H -4.990 -3.252 -0.192
H -2.771 -1.048 3.174
H -2.233 -1.156 4.860
H -3.776 -1.799 4.450
H -0.308 -2.104 3.228
H -0.217 -3.810 3.711
H -0.432 -2.570 4.937
H -5.359 -5.931 2.897
H -4.205 -6.948 3.787
H -3.829 -6.429 2.157
H -4.692 -3.847 5.105
H -3.056 -4.379 5.570
H -4.353 -5.525 5.502
O -1.997 0.757 6.323
P -2.188 2.100 7.056
N -2.122 1.353 8.601
C -2.964 1.554 9.762
C -0.796 0.887 9.007
N -3.809 2.268 6.486
C -4.929 1.616 7.146
C -3.954 2.072 5.040
N -2.356 3.680 7.835
C -1.161 4.252 8.439
C -3.536 4.503 7.999
H -2.898 2.565 10.176
H -2.692 0.872 10.574
H -4.006 1.319 9.562
H -0.222 1.687 9.489
H -0.219 0.535 8.147
H -0.862 0.040 9.696
H -4.750 0.545 7.297
H -5.855 1.728 6.572
H -5.149 2.094 8.100
H -3.985 1.010 4.771
H -3.122 2.538 4.502
H -4.871 2.545 4.675
H -1.172 4.129 9.527
H -1.058 5.318 8.211
H -0.260 3.767 8.053
H -4.191 4.113 8.785
H -4.106 4.601 7.073
H -3.280 5.530 8.281
*
```

No. 5
ORCA calculation (wB97M-V/def2-TZVPD) on an isolated molecule of C4H6BrN3 at a distorted geometry.

## Properties
- Molar mass: 176.0 g mol⁻¹
- HOMO-LUMO gap (spin up / spin down): 7.71 / 7.71 eV
- ΔE to the lowest compared entry with this formula, charge and spin: 99.3 kcal/mol

ORCA input file:
```
! wB97M-V def2-TZVPD RIJCOSX def2/J DEFGRID3
* xyz 0 1
C 0.573 0.418 0.136
C -0.269 0.775 2.273
C -1.516 -0.569 -0.134
C -0.134 -0.101 -2.064
N 0.520 0.592 1.372
N -0.440 -0.084 -0.716
N -0.468 0.196 3.341
Br -2.767 -1.487 -1.249
H 1.337 0.838 -0.486
H 0.333 -1.104 -2.254
H -0.947 0.128 -2.731
H 0.633 0.683 -2.295
H -0.835 0.610 4.171
H -0.313 -0.845 3.307
*
```

No. 6
ORCA calculation (wB97M-V/def2-TZVPD) on a structure of composition C5H8O.

## Properties
- Molar mass: 84.1 g mol⁻¹
- HOMO-LUMO gap: 8.90 eV
- ΔE to the lowest compared entry with this formula, charge and spin: 142.3 kcal/mol

ORCA input file:
```
! wB97M-V def2-TZVPD RIJCOSX def2/J DEFGRID3
* xyz 0 1
C 1.631 -1.016 0.206
C 2.078 0.076 -0.413
C -0.844 -0.627 0.170
C -1.391 0.320 -0.889
O -1.633 1.408 0.032
C -1.276 0.479 1.040
H 1.384 -1.928 -0.328
H 1.485 -1.049 1.282
H 2.303 0.990 0.132
H 2.218 0.101 -1.492
H -0.667 0.591 -1.664
H -2.313 -0.051 -1.356
H -0.832 0.894 1.950
H -2.142 -0.189 1.330
*
```

No. 7
ORCA calculation (wB97M-V/def2-TZVPD) on a cluster of 2 separate species, C8H14NS in total at a distorted geometry.

## Properties
- Molar mass: 156.3 g mol⁻¹
- HOMO-LUMO gap: 8.71 eV
- ΔE to the lowest compared entry with this formula, charge and spin: 72.2 kcal/mol

ORCA input file:
```
! wB97M-V def2-TZVPD RIJCOSX def2/J DEFGRID3
* xyz 1 1
C 2.907 0.819 -1.503
C -0.457 -0.140 -1.023
C -3.077 -0.629 0.255
C -3.097 0.904 0.648
C -1.654 -1.089 0.810
C -1.639 1.348 0.382
C -0.703 0.103 0.303
C 4.332 1.165 -1.764
N 1.964 1.213 -0.732
S -0.001 -0.535 -2.418
H 2.598 0.135 -2.224
H -3.831 -1.270 0.623
H -3.169 -0.766 -0.773
H -3.882 1.435 -0.023
H -3.247 1.034 1.647
H -1.765 -0.952 1.947
H -1.253 -2.018 0.467
H -1.698 1.726 -0.682
H -1.250 2.192 0.972
H 0.339 0.194 0.790
H 4.840 0.265 -1.605
H 4.720 1.840 -1.050
H 4.396 1.675 -2.692
H 2.250 1.941 -0.104
*
```

Q: Look up the molar mass of the seventh one.
A: 156.3 g mol⁻¹